(1)
Molecular formula: C3H10N2O2S
Method: DFT, ωB97M-V/def2-TZVPD

The geometry in XYZ format:
```
18
C3H10N2O2S, DFT ωB97M-V/def2-TZVPD
N -1.048 0.254 1.720
C -0.005 -0.394 0.880
C -0.846 -0.996 -0.337
S -1.699 -2.501 -0.590
C 1.134 0.588 0.452
N 2.168 0.804 1.359
O 1.289 0.907 -0.694
H -1.321 1.135 1.447
H -1.937 -0.251 1.948
H 0.353 -1.347 1.347
H -0.064 -1.008 -1.136
H -1.669 -0.209 -0.473
H -1.063 -3.234 0.369
H 2.051 0.828 2.367
H 2.984 1.457 1.035
H 0.442 2.582 -1.578
H 1.509 3.169 -2.511
O 0.756 3.380 -1.919
```

Computed properties:
SMILES string: NC(=O)[C@@H](N)CS.O
relative energy (zero: lowest compared OMol25 entry of this formula, charge and spin): 221.69 kJ/mol
energy: -21182.4641 eV
multiplicity: 1
LUMO: 0.63 eV
charge: 0

Results of the Löwdin charge analysis, in e, for atoms 1 through 8: 0.01, -0.30, -0.63, 0.71, -0.47, 0.14, 0.05, 0.03

***

(2)
Molecular formula: C3H10N2O3S
Method: DFT, ωB97M-V/def2-TZVPD

The geometry in XYZ format:
```
19
C3H10N2O3S, DFT ωB97M-V/def2-TZVPD
C -0.445 1.290 -0.742
C -0.635 -1.110 -0.844
C -1.481 0.083 1.099
N 0.807 0.030 0.900
N -0.409 0.015 0.069
O 1.982 -0.897 -1.233
O 2.576 1.245 -0.236
O 3.083 -0.845 0.950
S 2.330 -0.133 -0.037
H 0.118 2.016 -0.270
H -0.038 1.189 -1.724
H -1.344 1.823 -0.717
H -1.502 -1.663 -0.324
H -0.820 -0.856 -1.891
H 0.236 -1.780 -0.583
H -1.563 -0.853 1.611
H -1.236 0.839 1.865
H -2.489 0.421 0.666
H 0.831 -0.813 1.440
```

Computed properties:
SMILES string: C[N+](C)(C)NS(=O)(=O)[O-]
relative energy (zero: lowest compared OMol25 entry of this formula, charge and spin): 206.38 kJ/mol
energy: -23228.0757 eV
multiplicity: 1
LUMO: 0.18 eV
charge: 0

Results of the Löwdin charge analysis, in e, for atoms 1 through 8: 0.01, -0.02, -0.03, -0.04, -0.38, -0.35, -0.31, -0.31

***

(3)
Molecular formula: C3H10N2OP
Method: DFT, ωB97M-V/def2-TZVPD

The geometry in XYZ format:
```
17
C3H10N2OP, DFT ωB97M-V/def2-TZVPD
C -2.519 -0.198 -0.382
C 1.033 -0.954 -1.349
C 1.917 0.486 1.192
N -0.737 -0.477 1.022
N -3.260 0.553 0.150
O 0.094 1.382 -0.703
P 0.552 -0.010 0.115
H -2.522 -0.690 -1.374
H 0.966 -0.271 -2.227
H 2.122 -1.130 -1.145
H 0.456 -1.947 -1.418
H 1.679 1.400 1.779
H 2.136 -0.360 1.940
H 2.766 0.688 0.425
H -0.973 -1.457 0.847
H -3.432 0.941 1.108
H -0.278 2.044 0.020
```

Computed properties:
relative energy (zero: lowest compared OMol25 entry of this formula, charge and spin): 357.29 kJ/mol
energy: -17581.1326 eV
multiplicity: 1
LUMO (spin up / spin down): -4.69 / -4.69 eV
charge: +1

Results of the Löwdin charge analysis, in e, for atoms 1 through 8: 0.05, -0.16, -0.18, -0.17, 0.20, -0.26, 0.61, 0.14

***

(4)
Molecular formula: C3H10N2P
Method: DFT, ωB97M-V/def2-TZVPD

The geometry in XYZ format:
```
16
C3H10N2P, DFT ωB97M-V/def2-TZVPD
C 0.608 -2.911 0.992
C 0.828 2.346 -0.513
C -0.172 -1.642 1.356
N -2.436 -0.814 -0.071
N -0.466 1.819 -0.985
P -0.983 -0.569 0.120
H 0.355 -3.288 -0.039
H 0.206 -3.687 1.726
H 1.807 -2.791 1.102
H 1.114 1.779 0.301
H 1.429 2.285 -1.352
H 0.726 3.331 -0.238
H 0.396 -1.096 2.049
H -3.287 -0.582 -0.595
H -1.153 2.004 -0.277
H -0.665 2.229 -1.888
```

Computed properties:
relative energy (zero: lowest compared OMol25 entry of this formula, charge and spin): 460.12 kJ/mol
energy: -15530.8203 eV
multiplicity: 1
LUMO (spin up / spin down): -6.66 / -6.04 eV
charge: +1

Results of the Löwdin charge analysis, in e, for atoms 1 through 8: -0.15, -0.11, -0.21, -0.18, -0.09, 1.01, 0.08, 0.12

***

(5)
Molecular formula: C3H10N2S
Method: DFT, ωB97M-V/def2-TZVPD

The geometry in XYZ format:
```
16
C3H10N2S, DFT ωB97M-V/def2-TZVPD
N 0.016 1.502 0.616
C -0.209 0.053 0.440
C -1.362 -0.198 -0.537
S -3.013 0.152 0.149
C 1.018 -0.690 -0.126
N 2.296 -0.414 0.537
H -0.485 2.053 -0.066
H -3.549 -1.055 -0.053
H 0.995 1.726 0.652
H -0.475 -0.326 1.423
H -1.281 -1.116 -1.094
H -1.259 0.607 -1.270
H 0.779 -1.745 -0.001
H 1.040 -0.399 -1.183
H 2.474 0.580 0.618
H 3.015 -0.731 -0.105
```

Computed properties:
SMILES string: NC[C@@H](N)CS
relative energy (zero: lowest compared OMol25 entry of this formula, charge and spin): 53.34 kJ/mol
energy: -17088.0515 eV
multiplicity: 1
LUMO: 0.89 eV
charge: 0

Results of the Löwdin charge analysis, in e, for atoms 1 through 8: 0.04, -0.47, -0.54, 0.70, -0.26, 0.00, 0.06, -0.16

***

(6)
Molecular formula: C3H10N2S
Method: DFT, ωB97M-V/def2-TZVPD

The geometry in XYZ format:
```
16
C3H10N2S, DFT ωB97M-V/def2-TZVPD
N -1.153 0.121 1.014
C -0.168 0.168 -0.092
C 0.448 1.558 -0.255
S -0.774 2.793 -0.783
C 0.870 -0.906 0.155
N 0.376 -2.248 -0.148
H -1.736 0.940 0.959
H -1.715 -0.720 0.946
H -0.713 -0.031 -1.023
H 0.996 1.903 0.623
H 1.216 1.504 -1.030
H -1.800 1.945 -1.038
H 1.388 -0.867 1.113
H 1.719 -0.688 -0.520
H 1.072 -2.801 -0.593
H -0.027 -2.670 0.670
```

Computed properties:
SMILES string: NC[C@@H](N)CS
relative energy (zero: lowest compared OMol25 entry of this formula, charge and spin): 30.30 kJ/mol
energy: -17088.2902 eV
multiplicity: 1
LUMO: 0.98 eV
charge: 0

Results of the Löwdin charge analysis, in e, for atoms 1 through 8: 0.03, -0.49, -0.54, 0.70, -0.27, 0.01, 0.03, 0.07

***

(7)
Molecular formula: C3H10N2S2
Method: DFT, ωB97M-V/def2-TZVPD

The geometry in XYZ format:
```
17
C3H10N2S2, DFT ωB97M-V/def2-TZVPD
S 1.623 -1.753 1.774
S -0.151 -0.752 1.463
C 0.380 0.479 0.213
C -0.725 1.119 -0.615
C -0.057 1.529 -1.961
N -1.015 1.941 -2.932
N -1.803 0.211 -0.861
H 1.704 -2.357 0.578
H 0.896 1.268 0.735
H 1.217 0.005 -0.311
H -1.055 2.087 -0.217
H 0.731 2.251 -1.681
H 0.441 0.630 -2.299
H -0.627 2.077 -3.850
H -1.648 2.687 -2.694
H -2.702 0.631 -1.021
H -1.914 -0.637 -0.334
```

Computed properties:
SMILES string: NC[C@@H](N)CSS
relative energy (zero: lowest compared OMol25 entry of this formula, charge and spin): 56.33 kJ/mol
energy: -27923.3611 eV
multiplicity: 1
LUMO: 0.57 eV
charge: 0

Results of the Löwdin charge analysis, in e, for atoms 1 through 8: 0.31, 0.43, -0.52, -0.47, -0.29, 0.00, 0.02, -0.19

***

(8)
Molecular formula: C3H10N2Si
Method: DFT, ωB97M-V/def2-TZVPD

The geometry in XYZ format:
```
16
C3H10N2Si, DFT ωB97M-V/def2-TZVPD
C 0.740 -1.139 1.334
C -1.380 1.739 1.083
C -0.745 -1.001 -1.480
N 1.701 0.744 -0.877
N -0.385 1.427 0.410
Si 0.334 -0.073 -0.174
H 0.268 -2.037 1.350
H 1.774 -1.396 1.393
H 0.367 -0.773 2.190
H 1.959 0.549 -1.872
H -1.456 2.764 1.285
H -2.316 1.025 1.256
H -0.507 -0.559 -2.526
H -0.537 -2.007 -1.580
H -1.778 -0.894 -1.150
H 1.961 1.630 -0.641
```

Computed properties:
SMILES string: C=N[Si](C)(C)N
relative energy (zero: lowest compared OMol25 entry of this formula, charge and spin): 51.05 kJ/mol
energy: -14131.1478 eV
multiplicity: 1
LUMO: 0.93 eV
charge: 0

Results of the Löwdin charge analysis, in e, for atoms 1 through 8: -0.14, -0.15, -0.16, -0.07, -0.09, 0.42, -0.01, 0.03

***

(9)
Molecular formula: C3H10N3
Method: DFT, ωB97M-V/def2-TZVPD

The geometry in XYZ format:
```
16
C3H10N3, DFT ωB97M-V/def2-TZVPD
C -1.640 -0.315 -0.778
C -0.307 0.628 0.643
C 1.656 -0.467 -0.298
N -0.542 0.670 -1.192
N -1.219 -0.478 0.619
N 1.115 0.196 0.930
H -2.716 0.025 -0.933
H -1.314 -1.261 -1.371
H -0.485 1.691 1.051
H 1.983 0.252 -1.040
H 2.707 -0.970 -0.112
H 0.891 -1.179 -0.667
H -0.977 1.599 -1.188
H -1.811 -0.704 1.372
H 1.731 1.013 1.414
H 0.928 -0.700 1.551
```

Computed properties:
relative energy (zero: lowest compared OMol25 entry of this formula, charge and spin): 477.64 kJ/mol
energy: -7733.3140 eV
multiplicity: 1
LUMO: -3.56 eV
charge: +1

Results of the Löwdin charge analysis, in e, for atoms 1 through 8: -0.21, -0.19, -0.06, 0.05, -0.01, 0.00, 0.14, 0.13

***

(10)
Molecular formula: C3H10N3
Method: DFT, ωB97M-V/def2-TZVPD

The geometry in XYZ format:
```
16
C3H10N3, DFT ωB97M-V/def2-TZVPD
C -2.162 -0.311 -0.357
C -0.304 0.020 0.439
C 2.091 -0.198 -0.163
N -1.425 0.904 0.201
N -0.863 -1.004 -0.296
N 1.005 0.817 -0.118
H -2.941 -0.603 0.428
H -2.509 -0.287 -1.352
H 0.111 -0.200 1.388
H 1.865 -1.063 -0.786
H 3.012 0.236 -0.351
H 2.264 -0.565 0.839
H -1.947 1.428 0.904
H -0.485 -1.915 -0.353
H 0.879 1.236 -1.016
H 1.409 1.507 0.592
```

Computed properties:
relative energy (zero: lowest compared OMol25 entry of this formula, charge and spin): 309.80 kJ/mol
energy: -7735.0536 eV
multiplicity: 1
LUMO: -3.11 eV
charge: +1

Results of the Löwdin charge analysis, in e, for atoms 1 through 8: -0.10, -0.33, -0.03, 0.05, 0.06, 0.06, 0.15, 0.10